{"formula": "C4H9NO3", "method": "wB97M-V/def2-TZVPD", "symbols": ["O", "C", "C", "C", "C", "N", "O", "H", "H", "H", "H", "H", "H", "H", "H", "H", "O"], "positions_angstrom": [[-1.25079, 2.09978, 0.36180], [2.24056, 0.13469, 0.35155], [0.90894, 0.16933, 0.70002], [-0.09725, -0.85396, 0.29018], [0.09648, -0.98814, -1.25794], [-0.94808, -0.69099, -1.99293], [1.28531, -1.43165, -1.55297], [3.10013, 0.50940, 0.91253], [0.44717, 1.10223, 1.26418], [2.31916, -0.32420, -0.68042], [-1.04681, -0.65331, 0.71381], [0.33840, -1.85598, 0.64741], [-1.42098, 1.57631, 1.22508], [-0.94700, -1.08238, -2.95302], [-1.00306, 3.00819, 0.59807], [-1.81558, 0.77823, 3.18447], [-1.56292, 0.70774, 2.25812]], "relative_energy_kcal_mol": 225.6, "multiplicity": 1, "homo_ha": -0.325, "lumo_energy_ev": -4.80}



{"formula": "CF3Mg2NO4S3", "method": "wB97M-V/def2-TZVPD", "symbols": ["Mg", "N", "S", "O", "C", "F", "F", "F", "Mg", "S", "O", "S", "O", "O"], "positions_angstrom": [[2.13078, -1.74994, 0.64823], [0.48885, -1.22232, 1.56519], [-0.44599, -0.20553, 1.02593], [-0.55386, 0.19556, -0.44686], [-2.16318, -0.92144, 1.02352], [-2.76717, -0.59576, 2.15272], [-2.03902, -2.24350, 0.90070], [-2.86462, -0.50747, -0.02211], [0.78885, 0.01961, -1.82796], [2.04438, 2.42240, -2.56860], [0.72780, 1.68378, -3.28564], [2.54709, 1.70691, -0.08380], [2.42440, 0.21430, -0.72172], [-0.31832, 1.20339, 1.64040]], "relative_energy_kcal_mol": 104.0, "multiplicity": 1, "homo_ha": [-0.278, -0.278], "lumo_energy_ev": [-3.55, -3.55]}



{"formula": "C11H25AuCl2N2OP2", "method": "wB97M-V/def2-TZVPD", "symbols": ["C", "C", "H", "H", "H", "O", "Cl", "Au", "P", "C", "C", "H", "H", "H", "H", "H", "H", "C", "H", "H", "H", "P", "C", "C", "H", "H", "H", "C", "H", "H", "H", "H", "H", "H", "Cl", "N", "C", "C", "C", "N", "H", "H", "H", "H"], "positions_angstrom": [[-1.47527, 0.15500, -3.63014], [-1.01988, -0.65731, -2.53048], [-2.54934, 0.26429, -3.83220], [-1.13268, -0.43627, -4.47242], [-0.98520, 1.14603, -3.64787], [-1.38485, -0.98509, -1.48243], [0.59604, -1.15854, -3.24248], [0.68112, 0.42139, 1.50167], [0.31734, -2.21333, 0.10718], [-0.79980, -3.24796, 1.15500], [0.07345, -3.23140, -1.43221], [0.36667, -4.27244, -1.32855], [2.01642, -3.94869, 0.45611], [0.71793, -2.79621, -2.21934], [2.68959, -2.37390, -0.08712], [-1.82292, -2.90238, 0.96071], [-0.94978, -3.15761, -1.81388], [1.96876, -2.86123, 0.57935], [-0.72012, -4.31372, 0.89704], [2.17688, -2.56024, 1.61076], [-0.55217, -3.09054, 2.21116], [0.12994, 2.40151, 0.02738], [-0.94850, 3.43353, 1.08530], [1.78640, 3.14374, 0.23028], [0.36062, 2.55969, -2.40270], [-0.22872, 4.09314, -1.71621], [-1.35863, 2.73244, -1.91733], [-0.32214, 2.99690, -1.66176], [2.45071, 2.55781, -0.41655], [1.82865, 4.20043, -0.05222], [-0.81435, 4.51210, 0.91180], [-0.71468, 3.17871, 2.12622], [2.08111, 2.99203, 1.27104], [-1.99100, 3.15309, 0.87121], [2.56129, 0.29603, 2.74931], [-1.24271, -0.18732, 3.53282], [-2.35008, -0.12659, 4.33430], [-3.40828, 0.17586, 3.44846], [-2.82394, 0.26892, 2.16428], [-1.50250, 0.03894, 2.22334], [-0.23359, -0.35053, 3.73931], [-2.25405, -0.32535, 5.39595], [-4.46566, 0.31191, 3.64688], [-3.25770, 0.48526, 1.19320]], "relative_energy_kcal_mol": 85.0, "multiplicity": 3, "homo_ha": [-0.585, -0.588], "total_charge": 2, "lumo_energy_ev": [-6.04, -10.06]}



{"formula": "C4H13N2S", "method": "wB97M-V/def2-TZVPD", "symbols": ["C", "N", "C", "C", "S", "C", "N", "H", "H", "H", "H", "H", "H", "H", "H", "H", "H", "H", "H", "H"], "positions_angstrom": [[-2.46440, 0.76264, 0.38735], [0.45099, 0.03212, 1.10292], [1.89323, -0.17049, 0.96145], [2.29164, 0.32801, -0.45273], [3.97586, -0.38430, -0.92129], [-2.56241, -0.29698, -0.64386], [-1.34503, -1.13828, -0.52525], [-3.15257, 1.62943, 0.33186], [-2.54884, 0.29348, 1.36439], [0.20576, 0.24991, 2.00724], [2.19267, -1.16218, 1.09601], [2.53426, 0.57112, 1.64740], [1.52961, 0.03079, -1.23819], [2.42886, 1.43697, -0.45676], [4.06429, 0.35053, -2.08334], [-2.73760, 0.11172, -1.63407], [-3.46287, -0.86849, -0.38431], [-1.39017, -1.99684, -0.97185], [-0.54523, -0.89754, 0.01441], [-1.35806, 1.11838, 0.39861]], "relative_energy_kcal_mol": 168.3, "multiplicity": 1, "homo_ha": -0.470, "total_charge": 1, "lumo_energy_ev": -8.91}